# 1
The following is a quantum chemistry calculation of a cluster of 12 separate species, H24O12 in total, from OMol25.

Geometry as XYZ:
```
36
Properties=species:S:1:pos:R:3:forces:R:3
O 6.751 10.839 23.108 0.013 0.026 -0.270
H 7.556 10.894 23.623 0.228 -0.025 0.106
H 6.049 10.979 23.743 -0.246 -0.009 0.137
O 10.043 16.546 25.180 -0.095 0.074 0.217
H 10.732 16.943 24.647 0.170 0.134 -0.116
H 9.857 15.712 24.749 -0.078 -0.216 -0.121
O 9.449 14.200 20.713 0.060 0.051 0.286
H 9.815 14.726 20.002 0.103 0.153 -0.169
H 8.903 13.549 20.273 -0.186 -0.223 -0.107
O 1.495 6.698 25.640 0.049 -0.167 -0.137
H 0.600 6.894 25.919 -0.248 0.006 0.060
H 2.011 7.440 25.956 0.204 0.187 0.061
O 13.470 9.831 22.090 -0.008 -0.164 0.175
H 12.833 10.546 22.073 -0.181 0.176 0.010
H 14.056 10.014 21.356 0.177 -0.001 -0.181
O 4.540 15.821 22.289 -0.160 -0.058 0.207
H 5.460 15.568 22.206 0.259 -0.082 0.014
H 4.343 16.279 21.471 -0.102 0.122 -0.195
O 10.215 8.022 26.480 -0.121 -0.105 -0.184
H 9.932 8.228 27.371 -0.105 -0.006 0.231
H 10.963 8.599 26.326 0.237 0.113 -0.078
O 4.199 10.524 27.310 -0.072 -0.044 -0.271
H 3.790 10.275 28.139 -0.128 -0.086 0.212
H 4.882 11.148 27.556 0.191 0.157 0.057
O 1.567 14.198 25.627 -0.230 0.009 0.102
H 2.101 14.784 25.091 0.126 0.193 -0.198
H 2.170 13.507 25.901 0.125 -0.215 0.075
O 6.225 11.454 18.149 0.130 0.237 -0.144
H 5.854 11.532 19.028 -0.147 0.014 0.246
H 6.399 10.518 18.045 0.029 -0.244 -0.057
O 9.163 5.825 22.290 -0.029 -0.225 -0.093
H 8.933 6.598 21.776 -0.085 0.169 -0.143
H 9.576 6.176 23.080 0.110 0.059 0.262
O 1.506 8.228 20.630 0.158 0.071 -0.173
H 1.588 8.215 21.583 0.073 -0.028 0.263
H 0.584 8.030 20.466 -0.220 -0.053 -0.081
```
Forces are in eV/Å.

multiplicity = 1
E_HOMO = -11.274 eV
maximum force = 0.3 eV/Å
electronic energy = -24958.6625 eV
net charge = 0
ΔE to the lowest compared entry with this formula, charge and spin = 69.9 kcal per mole
SMILES = O.O.O.O.O.O.O.O.O.O.O.O
Kohn-Sham gap = 11.11 eV

---

# 2
The following is a quantum chemistry calculation of a cluster of 12 separate species, H24O12 in total, from OMol25.

Geometry as XYZ:
```
36
Properties=species:S:1:pos:R:3:forces:R:3
O 2.595 1.678 0.292 0.617 0.076 0.623
H 2.293 0.910 -0.193 -0.122 -0.052 -0.361
H 1.989 2.375 0.039 -0.363 0.062 -0.123
O 3.122 -0.401 2.203 0.199 -0.440 0.394
H 2.228 -0.602 1.928 -0.049 0.066 -0.016
H 3.204 0.545 2.084 0.010 0.440 -0.300
O 1.431 -2.261 1.076 -0.063 -0.143 -0.171
H 2.214 -2.691 0.733 0.578 0.113 0.010
H 0.748 -2.930 1.023 -0.079 -0.139 -0.275
O 0.269 3.134 -0.972 0.144 0.266 0.147
H -0.569 2.731 -0.745 -0.375 -0.386 0.049
H 0.245 3.993 -0.550 0.015 0.310 0.034
O -0.333 -1.984 3.074 -0.777 0.227 0.095
H 0.366 -1.993 2.420 0.530 0.188 0.076
H 0.124 -2.010 3.914 0.073 -0.029 0.296
O -1.286 -2.553 0.129 0.359 0.130 0.229
H -0.804 -3.378 0.186 -0.176 -0.437 -0.231
H -1.736 -2.479 0.971 -0.290 0.070 0.412
O -1.718 -0.062 -2.812 0.024 -0.089 -0.103
H -1.183 0.571 -3.292 0.207 0.125 -0.239
H -1.919 0.374 -1.983 -0.076 0.669 0.299
O -2.444 -2.594 -2.330 -0.517 -0.707 -0.227
H -2.010 -2.692 -1.482 -0.067 0.043 0.131
H -2.468 -1.648 -2.478 0.208 0.151 -0.423
O -0.969 1.099 2.102 -0.149 0.271 -0.467
H -0.761 0.271 2.535 0.147 -0.522 0.242
H -1.866 1.292 2.373 -0.232 0.156 0.315
O -2.381 1.638 -0.539 -0.047 0.053 -0.351
H -3.232 1.212 -0.635 -0.465 0.114 -0.046
H -1.952 1.161 0.172 0.634 -0.244 0.654
O 2.149 2.403 -2.840 0.394 -0.344 -0.563
H 2.355 3.335 -2.915 0.027 0.156 -0.016
H 1.519 2.354 -2.121 -0.272 0.106 0.187
O 0.395 0.087 -0.554 -0.009 0.425 -0.085
H 0.668 -0.461 0.182 0.005 -0.314 0.187
H -0.285 -0.423 -0.993 -0.045 -0.370 -0.382
```
Forces are in eV/Å.

multiplicity = 1
E_HOMO = -10.346 eV
maximum force = 0.9 eV/Å
electronic energy = -24960.0224 eV
net charge = 0
ΔE to the lowest compared entry with this formula, charge and spin = 38.6 kcal per mole
SMILES = O.O.O.O.O.O.O.O.O.O.O.O
Kohn-Sham gap = 9.93 eV

---

# 3
The following is a quantum chemistry calculation of a cluster of 12 separate species, H24O12 in total at a distorted geometry, from OMol25.

Geometry as XYZ:
```
36
Properties=species:S:1:pos:R:3:forces:R:3
O -0.935 -0.476 0.211 -0.216 -0.315 0.246
H -0.196 -0.030 -0.216 0.146 0.247 0.146
H -0.896 -0.174 1.125 -0.237 -0.062 -0.324
O 1.516 3.843 1.930 0.467 0.639 0.338
H 1.357 3.094 2.515 -0.294 0.102 -0.362
H 1.899 4.514 2.507 -0.040 0.119 -0.222
O 0.216 -3.882 -1.275 -3.920 -2.119 -0.283
H 0.505 -4.639 -0.754 -0.271 -0.045 0.122
H -0.674 -4.119 -1.560 -0.385 -0.316 0.057
O 1.764 -4.597 2.208 -0.186 -0.053 -0.177
H 1.368 -3.785 1.872 0.078 0.049 -0.042
H 1.092 -5.270 2.049 0.072 0.026 0.134
O 0.694 0.424 5.963 0.177 0.071 -0.191
H 1.306 1.142 6.162 -0.077 -0.036 0.094
H 0.746 0.331 5.005 -0.167 -0.036 0.196
O -0.053 -0.165 -4.407 0.079 0.136 -0.065
H 0.691 0.312 -4.791 0.007 -0.054 0.021
H -0.461 -0.607 -5.160 -0.052 0.021 0.091
O 0.921 1.707 -0.277 0.026 -0.411 -0.452
H 1.112 1.480 -1.194 0.058 0.188 -0.066
H 1.784 1.691 0.153 -0.085 0.205 0.198
O -1.403 3.047 -3.567 0.526 0.068 -0.627
H -1.314 2.935 -2.614 -0.336 0.184 0.143
H -0.924 2.298 -3.937 -0.074 0.034 -0.102
O 1.945 -2.866 -1.226 4.221 1.926 0.048
H 1.700 -2.585 -2.115 -0.017 -0.121 0.292
H 2.071 -3.818 -1.308 0.407 0.693 -0.178
O 0.925 1.437 2.474 0.036 -0.998 0.627
H 0.315 0.732 2.230 0.078 0.272 -0.091
H 1.500 1.031 3.133 0.126 -0.062 -0.112
O -2.441 1.948 -1.413 1.277 0.864 -0.633
H -3.284 1.916 -1.878 0.053 -0.032 0.123
H -1.913 1.261 -1.835 -0.200 -0.168 0.196
O -3.980 0.763 -0.159 -1.182 -0.994 1.143
H -3.722 -0.158 -0.036 -0.040 0.080 0.015
H -3.231 1.264 0.184 -0.055 -0.103 -0.301
```
Forces are in eV/Å.

multiplicity = 1
E_HOMO = -9.780 eV
maximum force = 4.6 eV/Å
electronic energy = -24956.8280 eV
net charge = 0
ΔE to the lowest compared entry with this formula, charge and spin = 112.2 kcal per mole
SMILES = O.O.O.O.O.O.O.O.O.O.O.O
Kohn-Sham gap = 9.56 eV

---

# 4
The following is a quantum chemistry calculation of a cluster of 12 separate species, H24O12 in total at a distorted geometry, from OMol25.

Geometry as XYZ:
```
36
Properties=species:S:1:pos:R:3:forces:R:3
O -0.354 -2.563 -1.564 -0.668 -0.256 -1.295
H -0.347 -2.160 -0.712 0.526 0.288 0.969
H -0.176 -3.490 -1.434 0.189 -0.453 0.206
O 2.220 -1.389 -1.388 3.346 2.025 1.174
H 1.625 -1.989 -1.684 -2.802 -2.781 -1.675
H 1.707 -0.847 -0.800 -0.111 0.562 0.197
O 0.399 -2.335 1.363 -0.151 -0.173 0.505
H -0.527 -2.147 1.556 0.016 0.217 -0.210
H 0.761 -2.531 2.232 0.303 -0.240 -0.003
O -2.044 -1.559 0.424 -2.221 1.152 1.784
H -2.892 -1.228 0.852 1.600 0.028 -0.512
H -2.340 -2.433 0.233 0.160 -1.622 -0.609
O -3.190 -0.188 -1.526 -2.091 1.451 -0.215
H -4.059 -0.552 -1.688 -0.593 0.326 -0.508
H -2.788 -0.904 -1.105 1.680 -1.632 0.929
O 0.162 3.851 0.684 -1.188 -0.184 -0.331
H -0.588 3.354 0.295 0.735 0.361 0.139
H -0.199 4.229 1.491 0.025 0.121 0.093
O 0.069 0.219 -0.260 1.770 0.777 0.395
H -0.739 -0.161 -0.458 -2.388 -1.199 -1.351
H -0.094 0.562 0.614 0.517 0.455 0.833
O 1.802 1.596 -1.784 0.050 0.418 -1.869
H 2.280 2.008 -1.096 1.254 1.015 1.186
H 1.192 1.087 -1.283 -1.075 -0.864 0.210
O -0.124 0.907 2.303 -2.464 -0.755 0.754
H -1.023 0.631 2.681 2.178 0.809 -0.465
H 0.416 1.277 3.003 0.028 0.093 0.209
O -1.326 0.173 -3.186 1.544 -0.236 -1.267
H -2.063 0.218 -2.621 -1.592 -0.312 0.896
H -1.141 1.094 -3.302 0.777 0.776 -0.418
O 2.409 2.469 1.005 0.803 -0.112 0.301
H 2.255 1.547 1.249 0.111 -0.178 -0.188
H 1.562 2.909 0.923 -0.368 0.127 -0.073
O 2.506 -0.318 1.414 1.226 0.526 1.238
H 2.948 -0.514 2.280 -0.950 -0.033 -1.350
H 1.700 -0.824 1.289 -0.174 -0.498 0.320
```
Forces are in eV/Å.

multiplicity = 1
E_HOMO = -9.001 eV
maximum force = 4.3 eV/Å
electronic energy = -24958.6484 eV
net charge = 0
ΔE to the lowest compared entry with this formula, charge and spin = 70.2 kcal per mole
SMILES = O.O.O.O.O.O.O.O.O.O.O.O
Kohn-Sham gap = 7.92 eV

---

# 5
The following is a quantum chemistry calculation of a cluster of 12 separate species, H24O12 in total at a distorted geometry, from OMol25.

Geometry as XYZ:
```
36
Properties=species:S:1:pos:R:3:forces:R:3
O -0.368 0.757 1.157 -0.871 0.263 0.863
H -0.792 1.437 1.692 -0.065 -0.242 0.214
H -0.727 0.896 0.273 0.248 0.144 0.343
O -0.814 -3.072 4.391 0.160 0.003 0.129
H -0.562 -2.152 4.254 -0.095 0.104 -0.030
H -0.046 -3.464 4.821 -0.111 -0.011 -0.080
O 3.283 0.205 -2.140 -0.958 -0.708 -1.980
H 3.456 -0.353 -2.906 -0.043 0.012 -0.134
H 2.829 -0.379 -1.522 -0.437 0.140 -0.272
O -0.463 -0.978 -3.222 0.822 -5.266 0.181
H 0.016 -1.450 -3.912 -0.156 -0.591 0.109
H 0.221 -0.733 -2.588 0.387 -0.269 -0.170
O -0.722 0.442 4.986 0.033 -0.014 0.131
H 0.053 0.575 5.542 -0.016 0.004 -0.093
H -1.465 0.539 5.592 0.001 -0.060 -0.085
O 1.340 2.421 -0.395 -0.113 0.448 -0.105
H 1.233 2.281 -1.342 0.318 0.228 -0.107
H 1.211 3.369 -0.281 0.083 -0.039 -0.037
O 4.411 0.645 -0.272 0.751 0.242 1.902
H 3.890 -0.166 -0.250 0.478 0.381 0.352
H 4.030 1.187 0.428 0.042 -0.002 0.057
O -0.012 -2.247 0.344 -0.397 -0.613 -0.133
H -0.300 -1.376 0.639 0.023 0.136 0.745
H -0.569 -2.432 -0.420 -0.109 -0.420 0.190
O 0.682 -0.122 -0.749 0.362 -0.232 -1.883
H 0.038 -0.817 -0.930 0.354 -0.063 0.293
H 0.501 0.546 -1.419 0.177 0.470 0.068
O -3.162 2.268 0.098 0.252 0.045 0.031
H -2.662 2.313 -0.725 -0.140 0.017 -0.050
H -2.725 2.907 0.673 -0.118 0.007 -0.034
O -3.409 -1.415 -0.716 0.317 -0.080 -0.012
H -2.961 -2.220 -1.000 -0.182 0.006 -0.030
H -3.382 -1.458 0.246 -0.050 0.097 0.011
O -0.649 1.075 -3.433 -0.218 4.279 0.090
H -0.198 0.463 -4.026 -0.595 0.928 0.295
H -1.207 0.506 -2.890 -0.133 0.654 -0.767
```
Forces are in eV/Å.

multiplicity = 1
E_HOMO = -9.929 eV
maximum force = 5.3 eV/Å
electronic energy = -24955.9417 eV
net charge = 0
ΔE to the lowest compared entry with this formula, charge and spin = 132.7 kcal per mole
SMILES = O.O.O.O.O.O.O.O.O.O.O.O
Kohn-Sham gap = 9.82 eV

---

# 6
The following is a quantum chemistry calculation of a cluster of 12 separate species, H24O12 in total at a distorted geometry, from OMol25.

Geometry as XYZ:
```
36
Properties=species:S:1:pos:R:3:forces:R:3
O 1.276 -0.958 2.447 0.000 -1.077 0.591
H 0.697 -0.412 1.916 -0.126 0.745 -0.330
H 2.151 -0.795 2.093 0.295 0.373 -0.159
O -1.077 -2.691 3.189 -0.609 -0.272 -0.136
H -0.386 -3.349 3.113 0.240 -0.039 0.095
H -0.701 -1.902 2.797 0.337 0.215 0.120
O 0.909 -2.623 -0.008 -0.156 -0.127 -0.682
H 1.055 -2.006 0.709 0.081 0.444 0.814
H 0.979 -3.486 0.400 0.067 -0.246 -0.052
O 1.158 2.531 1.175 -0.014 0.438 0.109
H 0.785 1.779 0.714 -0.076 0.019 0.244
H 2.038 2.623 0.810 0.332 -0.061 -0.028
O -0.312 0.144 0.596 0.238 -0.194 0.068
H -0.114 0.547 -0.250 -0.308 0.197 -0.551
H -0.999 -0.494 0.402 -0.413 -0.102 -0.087
O -3.299 -1.689 0.773 0.135 -0.016 -0.159
H -2.837 -2.527 0.784 0.262 -0.244 0.099
H -4.162 -1.886 1.135 -0.272 0.062 0.129
O -2.177 1.557 -2.535 -0.016 -0.609 -0.773
H -1.615 2.295 -2.300 -0.165 0.244 0.265
H -2.510 1.233 -1.697 -0.208 0.237 0.428
O 1.802 -0.878 -2.104 0.286 0.168 0.038
H 1.893 -1.404 -2.898 0.089 -0.047 -0.278
H 1.437 -1.482 -1.457 -0.470 -0.765 0.514
O 3.047 0.029 0.389 -0.021 0.145 0.493
H 2.741 -0.302 -0.456 0.006 -0.096 -0.586
H 3.930 -0.330 0.481 0.331 0.003 -0.018
O -0.576 3.305 -1.155 -0.228 0.178 0.051
H -0.104 3.774 -0.467 0.058 0.066 0.378
H 0.111 2.927 -1.704 0.632 -0.214 -0.422
O 1.358 1.695 -2.699 -0.042 0.945 0.123
H 1.422 0.827 -2.301 0.051 -0.545 -0.018
H 1.494 1.541 -3.634 -0.095 0.089 -0.203
O -3.138 1.029 0.262 -0.123 0.357 -0.346
H -3.150 1.307 1.178 0.111 0.203 0.145
H -3.126 0.072 0.302 -0.208 -0.476 0.125
```
Forces are in eV/Å.

multiplicity = 1
E_HOMO = -10.076 eV
maximum force = 1.2 eV/Å
electronic energy = -24960.5069 eV
net charge = 0
ΔE to the lowest compared entry with this formula, charge and spin = 27.4 kcal per mole
SMILES = O.O.O.O.O.O.O.O.O.O.O.O
Kohn-Sham gap = 9.93 eV

---

What is the formula in the sixth record? H24O12

---

electronic energy of number 3 (H24O12)? -24956.8280 eV